Entry 1:
{"formula": "C20H19N5O", "method": "ωB97M-V/def2-TZVPD", "symbols": ["C", "N", "C", "C", "C", "N", "C", "C", "C", "N", "N", "C", "C", "C", "C", "C", "N", "O", "C", "C", "C", "C", "C", "C", "C", "H", "H", "H", "H", "H", "H", "H", "H", "H", "H", "H", "H", "H", "C", "H", "H", "H", "H", "H", "H"], "xyz": [[0.162161, -2.613446, -0.008378], [1.598005, -2.756540, -0.069487], [2.436913, -1.699297, -0.147838], [3.760903, -1.832215, -0.613671], [4.570802, -0.724324, -0.701770], [4.171958, 0.513284, -0.437148], [2.937811, 0.675499, -0.001026], [2.048155, -0.391012, 0.241994], [0.908924, -0.134781, 1.028527], [0.060693, 0.077255, 1.774410], [2.535032, 1.984532, 0.248498], [3.293781, 2.921904, 0.883270], [2.548694, 4.058540, 1.037416], [1.290134, 3.817707, 0.459957], [1.297069, 2.529091, -0.031103], [0.326290, 1.846164, -0.833202], [-0.892357, 2.207708, -0.849183], [-1.694895, 1.494005, -1.729432], [-3.066823, 1.767097, -1.500228], [-3.684550, 0.806077, -0.513075], [-3.048865, 0.542428, 0.693558], [-3.602282, -0.349375, 1.594411], [-4.803146, -0.975011, 1.305916], [-5.445760, -0.709881, 0.108452], [-4.885487, 0.171154, -0.799990], [-5.386149, 0.369924, -1.737374], [-6.383499, -1.194774, -0.122227], [-5.238949, -1.667702, 2.011394], [-3.090363, -0.549642, 2.523444], [-2.112219, 1.027883, 0.925226], [-3.166953, 2.796983, -1.135675], [-3.551254, 1.679763, -2.476996], [0.677070, 1.020966, -1.460828], [0.469360, 4.500728, 0.380637], [2.869439, 4.965660, 1.509809], [4.293695, 2.688401, 1.189197], [5.594402, -0.813017, -1.038889], [4.145064, -2.790403, -0.917664], [2.088685, -4.109768, -0.181794], [3.047197, -4.211494, 0.326171], [2.203269, -4.418169, -1.226663], [1.378684, -4.778460, 0.302026], [-0.296605, -3.416885, -0.585872], [-0.210640, -2.660473, 1.018465], [-0.153377, -1.666063, -0.443243]], "forces_ev_per_angstrom": [[-0.43, 0.06, 0.08], [0.17, 0.09, 0.10], [0.04, 0.13, -0.07], [0.03, -0.07, 0.03], [-0.21, -0.26, 0.05], [-0.09, 0.63, 0.07], [0.26, -0.79, -0.18], [0.78, 0.09, -0.54], [-0.34, -0.03, 0.77], [-0.16, -0.04, 0.09], [-0.27, 0.10, -0.08], [0.34, 0.41, 0.33], [0.28, -0.17, 0.07], [-0.17, -0.54, -0.25], [-0.11, 0.98, 0.37], [-0.70, -0.64, -0.99], [-0.23, 0.43, 0.39], [0.86, -0.20, -0.17], [-0.25, 0.20, 0.23], [0.04, 0.02, -0.17], [0.08, 0.06, -0.01], [0.06, 0.02, 0.05], [-0.10, -0.08, 0.02], [-0.13, -0.08, 0.03], [0.09, 0.10, -0.02], [-0.04, 0.01, -0.11], [-0.07, -0.04, -0.01], [-0.03, -0.05, 0.05], [0.06, -0.02, 0.10], [0.02, 0.00, 0.04], [0.05, -0.11, -0.14], [0.03, 0.02, 0.12], [-0.21, 0.07, 0.00], [-0.18, 0.12, -0.09], [0.12, 0.13, 0.09], [0.15, -0.06, 0.03], [0.08, -0.13, -0.03], [0.02, -0.10, -0.03], [0.20, -0.11, -0.07], [-0.02, -0.05, -0.01], [0.01, -0.04, 0.02], [0.03, 0.01, -0.02], [0.03, 0.02, -0.01], [-0.06, 0.01, -0.08], [-0.04, -0.09, -0.02]], "lumo_energy_ev": 0.2, "spin_multiplicity": 1, "smiles": "CN(C)c1ccnc(-n2cccc2/C=N/OCc2ccccc2)c1C#N", "total_charge": 0}



Entry 2:
{"formula": "C20H19N5O4", "method": "ωB97M-V/def2-TZVPD", "symbols": ["C", "C", "C", "C", "C", "C", "C", "H", "H", "C", "N", "C", "O", "N", "C", "O", "C", "H", "H", "C", "O", "N", "C", "C", "C", "C", "C", "C", "H", "N", "C", "O", "N", "H", "H", "H", "H", "H", "H", "C", "H", "H", "H", "H", "H", "H", "H", "H"], "xyz": [[7.744119, -0.884965, -1.128702], [6.345110, -0.731065, -0.615937], [6.044979, 0.148090, 0.413821], [4.750246, 0.278597, 0.886133], [3.724418, -0.478962, 0.340753], [4.015356, -1.352659, -0.701256], [5.308042, -1.473539, -1.170645], [5.518569, -2.154212, -1.982832], [3.221883, -1.919466, -1.161619], [2.299153, -0.367561, 0.844592], [2.121866, 0.690083, 1.815008], [1.200533, 1.605942, 1.449077], [0.791048, 2.552801, 2.067236], [0.825609, 1.280471, 0.134769], [1.374799, 0.102627, -0.285281], [1.174250, -0.429403, -1.345230], [-0.320996, 1.876966, -0.490334], [-0.178532, 1.873967, -1.574010], [-0.417953, 2.897966, -0.111399], [-1.566379, 1.051949, -0.115709], [-1.491652, 0.093531, 0.616723], [-2.694258, 1.533535, -0.693231], [-4.008163, 1.052285, -0.592569], [-5.000215, 1.752005, -1.283400], [-6.327746, 1.356825, -1.250618], [-6.643139, 0.238145, -0.506239], [-5.644365, -0.467227, 0.189745], [-4.321595, -0.077776, 0.160177], [-3.556706, -0.615958, 0.691145], [-6.270260, -1.515425, 0.823957], [-7.625364, -1.504374, 0.558959], [-8.454956, -2.281762, 0.959591], [-7.832079, -0.414345, -0.262960], [-8.735997, -0.156984, -0.619273], [-5.825143, -2.205827, 1.403548], [-7.082575, 1.906972, -1.789099], [-4.725614, 2.623922, -1.858822], [-2.595180, 2.352327, -1.277488], [2.438880, 0.610568, 2.765992], [1.782119, -1.704452, 1.391072], [0.758935, -1.582798, 1.741503], [1.793183, -2.454296, 0.606297], [2.412286, -2.038613, 2.212731], [4.544855, 0.981674, 1.679033], [6.830909, 0.744329, 0.854967], [8.103761, -1.896832, -0.944310], [8.417896, -0.184295, -0.642429], [7.776062, -0.712795, -2.203446]], "forces_ev_per_angstrom": [[-0.01, -0.04, -0.01], [-0.01, 0.08, 0.05], [0.08, -0.07, -0.07], [-0.15, -0.07, 0.02], [0.04, 0.12, 0.03], [0.05, -0.05, 0.00], [-0.02, 0.03, 0.06], [0.02, -0.08, -0.10], [-0.08, -0.07, -0.05], [0.05, -0.38, 0.01], [0.30, -0.27, 0.14], [0.05, 0.14, -0.15], [-0.26, 0.25, 0.20], [-0.25, 0.38, -0.11], [0.14, 0.09, 0.10], [-0.10, -0.17, -0.08], [0.16, -0.22, 0.20], [-0.04, 0.05, 0.10], [-0.02, -0.09, -0.10], [0.22, 0.45, -0.28], [-0.06, -0.22, 0.17], [0.05, 0.27, -0.19], [-0.41, -0.10, 0.00], [0.22, -0.03, 0.07], [-0.05, -0.26, 0.18], [0.64, 0.15, 0.01], [-0.02, 0.64, -0.46], [-0.08, -0.11, 0.06], [0.06, -0.03, 0.04], [0.20, -0.07, 0.09], [-0.32, -0.19, 0.08], [-0.29, -0.30, 0.16], [-0.17, 0.06, -0.07], [0.02, -0.15, 0.11], [-0.17, -0.01, -0.03], [-0.08, 0.07, -0.07], [0.04, 0.10, -0.07], [0.10, -0.14, 0.11], [-0.11, 0.11, -0.01], [-0.08, 0.14, -0.13], [-0.08, -0.01, 0.02], [0.03, -0.10, -0.05], [0.07, -0.02, 0.04], [-0.02, 0.06, 0.04], [0.09, 0.05, 0.03], [0.09, -0.04, -0.01], [0.08, 0.02, 0.00], [0.08, 0.01, -0.06]], "lumo_energy_ev": 0.6, "spin_multiplicity": 1, "smiles": "Cc1ccc([C@@]2(C)NC(=O)N(CC(=O)Nc3ccc4[nH]c(=O)[nH]c4c3)C2=O)cc1", "total_charge": 0}



Entry 3:
{"formula": "C20H19N5OS2", "method": "ωB97M-V/def2-TZVPD", "symbols": ["O", "C", "N", "C", "H", "C", "N", "C", "C", "C", "C", "C", "C", "H", "H", "H", "H", "H", "C", "H", "C", "H", "H", "H", "H", "H", "H", "C", "H", "H", "S", "C", "N", "N", "C", "N", "C", "C", "C", "C", "C", "C", "S", "H", "H", "H", "H"], "xyz": [[1.298448, -1.984101, -1.692349], [0.461489, -1.109826, -1.824186], [0.657515, 0.146717, -1.388996], [-0.304933, 1.230509, -1.414243], [-0.362583, 1.659734, -2.423215], [0.090440, 2.319606, -0.418670], [1.398824, 2.842675, -0.730001], [1.789917, 4.104422, -0.343753], [2.956245, 4.676393, -0.867605], [3.347167, 5.948782, -0.502218], [2.589832, 6.695410, 0.384196], [1.432164, 6.143441, 0.904593], [1.035402, 4.867683, 0.554809], [0.142423, 4.459552, 1.000898], [0.831627, 6.708893, 1.602807], [2.897319, 7.691112, 0.664823], [4.251515, 6.364588, -0.923157], [3.553087, 4.129638, -1.580950], [2.361002, 1.871113, -1.202400], [3.343871, 2.083762, -0.771436], [1.936370, 0.468516, -0.785577], [2.661127, -0.273770, -1.126816], [1.865997, 0.402541, 0.305812], [2.449875, 1.908849, -2.298940], [0.032768, 1.905632, 0.598471], [-0.641227, 3.126983, -0.500728], [-1.283587, 0.853904, -1.109284], [-0.848549, -1.415851, -2.543414], [-0.626749, -1.709183, -3.570014], [-1.580939, -0.615696, -2.527378], [-1.592841, -2.893311, -1.789509], [-1.707663, -2.295111, -0.170753], [-1.563121, -1.046636, 0.199226], [-1.699595, -0.962009, 1.536735], [-1.934726, -2.167110, 1.964864], [-1.955570, -3.071943, 0.924404], [-2.195388, -4.377262, 1.293153], [-2.273686, -5.495695, 0.480497], [-2.525439, -6.717427, 1.078314], [-2.697390, -6.819209, 2.453567], [-2.621658, -5.703201, 3.268717], [-2.368659, -4.476347, 2.681151], [-2.225871, -2.915403, 3.496336], [-2.754731, -5.777388, 4.335849], [-2.893593, -7.783371, 2.896220], [-2.588941, -7.602489, 0.465099], [-2.136982, -5.398113, -0.584951]], "forces_ev_per_angstrom": [[0.10, -0.27, -0.05], [-0.03, 0.09, -0.14], [0.31, 0.24, 0.01], [-0.43, 0.29, -0.09], [-0.05, 0.05, 0.11], [-0.16, -0.09, -0.03], [-0.09, -0.15, 0.01], [0.01, 0.17, -0.02], [0.08, -0.11, -0.03], [0.01, 0.04, 0.04], [0.03, 0.16, 0.05], [0.05, 0.09, -0.01], [-0.13, -0.12, 0.00], [-0.08, -0.07, 0.03], [-0.05, 0.03, 0.05], [0.02, 0.08, 0.02], [0.06, 0.02, -0.04], [0.03, -0.07, -0.07], [0.13, -0.15, -0.11], [-0.06, -0.02, -0.05], [0.37, -0.02, -0.08], [-0.08, 0.16, 0.10], [0.07, -0.03, -0.03], [0.13, -0.06, 0.09], [-0.08, 0.08, -0.02], [0.01, -0.11, 0.04], [0.12, 0.08, -0.09], [-0.14, -0.26, 0.40], [0.00, 0.04, 0.05], [0.08, 0.04, -0.08], [-0.07, -0.17, -0.44], [-0.05, 0.13, -0.11], [-0.06, -0.36, -1.02], [-0.14, -0.03, 1.39], [0.03, 0.10, -0.36], [0.18, 1.09, 0.12], [-0.15, -0.82, 0.35], [0.02, 0.21, 0.04], [-0.01, -0.03, 0.00], [-0.01, -0.08, 0.02], [0.03, 0.14, -0.09], [0.05, 0.17, -0.17], [-0.05, -0.17, 0.19], [-0.02, -0.06, 0.13], [-0.02, -0.09, 0.04], [-0.01, -0.08, -0.05], [0.02, -0.08, -0.10]], "lumo_energy_ev": 0.6, "spin_multiplicity": 1, "smiles": "O=C(CSc1nnc2sc3ccccc3n12)N1CCN(c2ccccc2)CC1", "total_charge": 0}



Per-record energy above the lowest of the compared OMol25 structures with the same formula, charge and spin, kcal/mol: 80.4, 0.0, 17.7